Here is 2 unconnected molecules or ions with the total composition C6H14N2O2 at a distorted geometry from the OMol25 dataset. Energies are from the ωB97M-V functional and the def2-TZVPD basis.

The geometry in ORCA input format:
```
! RIJCOSX wB97M-V def2-TZVPD def2/J DEFGRID3
* xyz 0 1
O 0.48 -2.71 1.75
O -2.57 1.90 -0.72
N 1.26 -0.82 0.82
N -0.51 1.29 -1.48
C 0.66 -1.56 1.74
C 1.96 -1.51 -0.29
C -1.85 1.15 -1.30
C -2.35 -0.14 -1.87
C 0.19 2.47 -0.92
C 0.41 -0.90 3.05
H 2.33 -0.95 -1.15
H 1.24 0.15 0.69
H -1.97 -1.14 -1.47
H 0.49 0.16 2.90
H -0.24 3.53 -1.12
H 2.84 -1.90 0.06
H 1.31 -2.28 -0.75
H 0.06 2.80 0.19
H 0.04 0.69 -2.15
H -0.66 -1.08 3.43
H -2.17 -0.27 -2.94
H 1.20 -1.03 3.81
H 1.31 2.35 -0.80
H -3.44 -0.21 -1.50
*
```

Electronic energy   -13522.666 eV
Energy above the lowest of the compared OMol25 structures with the same formula, charge and spin   285.5 kJ/mol
Kohn-Sham gap   10.073 eV
LUMO   0.4715 eV
SMILES   CNC(C)=O.CNC(C)=O

Mulliken population analysis, charges in e, atoms 1 to 4: -0.545, -0.579, -0.125, -0.128